{"formula": "C4H16O4", "method": "the ωB97M-V functional and the def2-TZVPD basis", "lumo_energy_ev": 0.319, "energy_ev": -12596.9174, "smiles": "C=CCC.O.O.O.O", "de_lowest_kcal_mol": 21.2, "charge": 0, "elements": ["H", "H", "H", "H", "H", "O", "C", "H", "C", "H", "C", "H", "H", "O", "H", "H", "O", "H", "H", "H", "C", "H", "O", "H"], "coordinates": [[-0.122, -1.582, -2.623], [-3.034, 0.914, -3.594], [-1.594, 0.790, -3.079], [3.668, 1.255, 0.724], [0.657, 0.069, -2.766], [2.844, 0.967, 0.319], [0.210, -0.679, -2.124], [3.081, 0.344, -0.385], [-2.403, -0.876, 0.206], [1.250, 1.035, 1.636], [-0.186, -0.427, -0.881], [-2.428, 0.211, 0.304], [-0.459, -1.540, 0.888], [0.492, 0.983, 2.239], [-1.006, -2.388, -0.524], [3.085, 0.446, 2.908], [-2.298, 1.433, -3.230], [2.098, 0.360, 4.059], [-2.751, -1.263, 1.166], [-3.115, -1.186, -0.554], [-0.986, -1.402, -0.062], [-0.108, 1.671, 1.900], [3.044, 0.359, 3.864], [0.060, 0.506, -0.391]]}